9
Properties=species:S:1:pos:R:3:lowdin_charge:R:1 method="wB97M-V/def2-TZVPD" orbital_gap_ev=8.44 max_force_ev_per_a=1.80 homo_energy_ev=-9.6 e_lumo_ev=-1.13 total_charge=0 e_above_lowest_ev=3.067 energy_ev=-18540.3857 smiles="O=CC(=S)NO"
C 0.327 1.625 0.064 -0.274
C -0.365 0.314 0.192 -0.769
N 0.406 -0.741 -0.199 -0.059
O 1.512 1.759 0.004 0.090
O -0.177 -2.002 -0.218 -0.021
S -1.988 0.204 0.359 0.760
H -0.255 2.507 0.038 0.099
H 1.337 -0.779 0.189 0.157
H -1.006 -1.663 -0.566 0.018


95
Properties=species:S:1:pos:R:3:mulliken_spin:R:1 method="wB97M-V/def2-TZVPD" orbital_gap_ev="8.39 / 5.84" max_force_ev_per_a=0.67 homo_energy_ev="-19.4 / -19.5" e_lumo_ev="-11.05 / -13.62" total_charge=+4 e_above_lowest_ev=0.000 multiplicity=5 energy_ev=-136689.6426
Os 0.460 -0.216 -0.268 2.721
C 2.612 -0.667 1.872 0.072
O 1.715 0.365 1.363 -0.143
C 1.185 1.148 2.482 -0.015
C 0.146 2.081 1.943 0.031
O -0.790 1.262 1.235 0.077
C -2.131 1.800 1.187 -0.007
H 3.418 -0.182 2.420 0.000
H 3.004 -1.211 1.021 -0.055
H 2.052 -1.343 2.518 0.010
H 2.022 1.673 2.942 -0.003
H 0.749 0.453 3.199 0.001
H 0.580 2.823 1.266 -0.008
H -0.338 2.614 2.764 -0.003
H -2.531 1.861 2.197 0.003
H -2.734 1.116 0.597 0.006
H -2.132 2.789 0.732 -0.001
N -2.645 1.534 -2.975 0.000
C -2.262 2.814 -2.662 0.007
C -1.182 2.694 -1.837 -0.003
N -0.904 1.363 -1.640 0.130
C -1.802 0.695 -2.343 -0.042
C -1.715 -0.745 -2.321 0.028
N -0.759 -1.300 -1.581 0.061
C -0.885 -2.672 -1.713 -0.023
C -1.926 -2.929 -2.544 -0.012
N -2.437 -1.705 -2.915 0.002
H -3.427 1.300 -3.570 0.000
H -2.779 3.678 -3.047 0.001
H -0.602 3.485 -1.392 0.000
H -0.223 -3.361 -1.220 -0.012
H -2.338 -3.857 -2.906 0.000
H -3.229 -1.574 -3.529 0.000
C -3.869 -1.032 4.049 0.000
C -2.393 -0.674 4.187 0.001
C -1.471 -1.698 3.534 0.005
S -1.744 -1.767 1.735 0.033
O -0.305 -1.603 1.094 0.035
C -2.167 -3.503 1.469 0.003
C -1.041 -4.527 1.577 0.003
C -0.422 -4.732 2.954 0.000
H -4.494 -0.307 4.567 0.000
H -4.076 -2.010 4.487 0.000
H -4.195 -1.049 3.004 0.000
H -2.117 -0.634 5.242 0.001
H -2.190 0.320 3.779 0.000
H -1.638 -2.696 3.931 0.001
H -0.411 -1.467 3.647 0.001
H -2.632 -3.522 0.482 0.001
H -2.963 -3.674 2.203 0.001
H -0.261 -4.280 0.853 -0.005
H -1.483 -5.466 1.235 0.000
H 0.172 -3.874 3.275 0.000
H 0.242 -5.594 2.933 0.000
H -1.180 -4.935 3.712 0.000
C 1.022 1.636 -4.660 0.075
Si 1.841 -0.007 -4.779 0.076
C 0.772 -1.501 -4.863 0.080
C 3.384 -0.042 -5.754 0.029
As 2.321 -0.069 -1.793 0.649
Si 3.718 -2.176 -1.715 0.058
C 2.547 -3.451 -1.025 0.022
C 5.146 -1.715 -0.616 0.034
C 4.292 -2.533 -3.431 0.007
Si 3.650 2.053 -1.555 0.049
C 4.714 2.107 -3.065 0.016
C 4.595 1.833 0.025 0.045
C 2.385 3.401 -1.469 0.003
H 0.535 1.802 -5.631 0.009
H 1.748 2.439 -4.529 0.000
H 0.264 1.699 -3.880 -0.030
H 0.072 -1.335 -5.692 0.008
H 0.183 -1.677 -3.964 -0.040
H 1.347 -2.397 -5.098 0.001
H 3.007 0.132 -6.778 0.007
H 3.894 -1.001 -5.772 -0.003
H 4.086 0.761 -5.543 -0.003
H 1.834 -3.048 -0.300 0.007
H 3.120 -4.228 -0.511 -0.001
H 1.994 -3.936 -1.833 0.004
H 4.980 -0.875 0.055 -0.005
H 6.013 -1.481 -1.238 0.003
H 5.409 -2.582 -0.002 0.004
H 3.509 -2.880 -4.105 0.000
H 5.025 -3.346 -3.350 -0.001
H 4.824 -1.688 -3.869 -0.001
H 5.214 1.158 -3.271 0.000
H 5.503 2.849 -2.897 0.000
H 4.160 2.432 -3.946 0.001
H 5.516 1.271 -0.130 0.000
H 4.012 1.363 0.817 -0.012
H 4.880 2.830 0.376 0.007
H 1.731 3.418 -2.342 0.001
H 2.905 4.363 -1.427 0.000
H 1.777 3.321 -0.566 0.000


18
Properties=species:S:1:pos:R:3:lowdin_charge:R:1 method="wB97M-V/def2-TZVPD" orbital_gap_ev=9.78 max_force_ev_per_a=7.08 homo_energy_ev=-12.8 e_lumo_ev=-3.02 total_charge=+1 e_above_lowest_ev=6.651 energy_ev=-11827.5844
C 1.661 -0.102 -0.687 -0.201
C -1.676 -0.908 0.340 -0.056
C -0.505 1.142 0.134 -0.181
N -1.420 1.717 -0.655 0.198
N 3.377 0.097 1.104 0.094
N -0.624 -0.039 0.652 -0.050
O 1.698 -1.457 -0.557 0.080
O 2.587 0.473 -0.062 -0.120
H -1.422 -1.634 -0.512 0.127
H -1.913 -1.451 1.314 0.129
H -2.632 -0.234 0.094 0.135
H 0.359 1.737 0.514 0.169
H -1.357 2.700 -0.900 0.146
H -2.119 1.073 -1.012 0.108
H 4.310 -0.428 0.769 0.164
H 3.763 0.966 1.455 0.082
H 1.250 -1.984 -1.107 0.035
H 0.199 -0.398 1.113 0.145


10
Properties=species:S:1:pos:R:3:lowdin_charge:R:1 method="wB97M-V/def2-TZVPD" orbital_gap_ev=10.29 max_force_ev_per_a=6.97 homo_energy_ev=-11.2 e_lumo_ev=-0.87 total_charge=0 e_above_lowest_ev=4.573 energy_ev=-32748.4543 smiles="CC(Cl)(Cl)[N+](=O)[O-]"
C -0.371 -0.186 1.021 -0.149
C -0.370 0.060 -0.384 -1.141
H -1.208 -0.562 1.285 0.022
H 0.048 0.703 1.601 0.154
H 0.172 -0.956 1.314 0.051
N 1.008 0.258 -0.833 -0.404
O 1.425 1.361 -1.212 0.061
O 1.699 -0.781 -0.709 0.041
Cl -1.061 -1.375 -1.243 0.675
Cl -1.340 1.478 -0.841 0.690